[1]
DFT (ωB97M-V with the def2-TZVPD basis set) results for a molecular structure, C45H35N4OP2PtS3 in a non-equilibrium geometry.

**E_HOMO**: -4.074 eV
**Energy above the lowest of the compared OMol25 structures with the same formula, charge and spin**: 41.35 kJ/mol

The geometry in ORCA input format:
```
! RIJCOSX wB97M-V def2-TZVPD def2/J DEFGRID3
* xyz -1 1
Pt -1.776 0.996 0.347
S -3.370 -0.602 0.855
C -3.714 -0.756 -0.815
S -2.870 0.400 -1.771
C -4.534 -1.755 -1.334
C -5.198 -2.675 -0.483
N -5.740 -3.423 0.202
C -4.650 -1.972 -2.730
N -4.731 -2.184 -3.861
O -0.126 -1.181 -0.997
P -0.073 -2.106 -2.158
C -1.008 -3.618 -1.897
C -1.814 -3.678 -0.766
C -2.562 -4.821 -0.516
C -2.502 -5.890 -1.393
C -1.686 -5.836 -2.518
C -0.936 -4.701 -2.769
C 1.644 -2.664 -2.421
C 2.284 -3.215 -1.313
C 3.605 -3.616 -1.391
C 4.303 -3.473 -2.583
C 3.671 -2.935 -3.692
C 2.344 -2.534 -3.612
C -0.563 -1.385 -3.740
C -1.536 -1.939 -4.556
C -1.893 -1.308 -5.738
C -1.273 -0.127 -6.110
C -0.299 0.435 -5.293
C 0.052 -0.191 -4.112
H -1.867 -2.824 -0.102
H -3.215 -4.853 0.344
H -3.103 -6.770 -1.209
H -1.643 -6.674 -3.200
H -0.291 -4.658 -3.639
H 1.738 -3.313 -0.384
H 4.092 -4.041 -0.525
H 5.336 -3.788 -2.647
H 4.209 -2.828 -4.624
H 1.857 -2.111 -4.482
H -2.077 -2.821 -4.247
H -2.684 -1.727 -6.341
H -1.563 0.371 -7.026
H 0.169 1.370 -5.569
H 0.786 0.258 -3.457
N -1.835 1.713 2.250
P -0.646 2.138 3.128
C 0.714 0.925 3.406
C 1.475 0.857 4.570
C 2.461 -0.108 4.713
C 2.695 -1.021 3.695
C 1.929 -0.972 2.538
C 0.942 -0.010 2.399
C 0.277 3.671 2.688
C 1.659 3.787 2.640
C 2.250 4.974 2.224
C 1.461 6.053 1.860
C 0.077 5.944 1.909
C -0.509 4.760 2.316
C -1.247 2.550 4.801
C -2.470 2.010 5.184
C -2.992 2.289 6.437
C -2.300 3.112 7.313
C -1.087 3.666 6.931
C -0.566 3.390 5.676
H 1.297 1.556 5.376
H 3.041 -0.153 5.626
H 3.460 -1.777 3.810
H 2.087 -1.694 1.748
H 0.301 0.006 1.514
H 2.282 2.945 2.911
H 3.329 5.052 2.182
H 1.922 6.977 1.534
H -0.543 6.781 1.618
H -1.587 4.650 2.322
H -2.997 1.390 4.471
H -3.945 1.868 6.728
H -2.710 3.332 8.290
H -0.553 4.321 7.605
H 0.368 3.846 5.369
S -0.385 2.735 -0.419
C 0.973 2.175 -1.244
N 1.477 2.964 -2.251
C 2.596 2.675 -2.979
C 3.293 1.537 -2.735
C 2.831 0.677 -1.699
C 1.709 0.985 -0.979
H 0.954 3.806 -2.445
H 2.859 3.391 -3.743
H 4.165 1.295 -3.321
H 3.367 -0.239 -1.484
H 1.330 0.333 -0.215
*
```


[2]
DFT (ωB97M-V with the def2-TZVPD basis set) results for a molecular structure, C45H38ClN2O7PSr.

**E_HOMO**: -0.778 eV
**Energy above the lowest of the compared OMol25 structures with the same formula, charge and spin**: 67.60 kJ/mol

The geometry in ORCA input format:
```
! RIJCOSX wB97M-V def2-TZVPD def2/J DEFGRID3
* xyz -2 1
Sr -1.695 -0.275 0.364
O -3.542 5.769 0.441
C -3.016 5.542 1.627
O -2.926 6.409 2.468
C -2.445 4.184 1.857
C -1.662 3.822 2.940
Cl -1.063 4.748 4.232
N -1.375 2.508 2.833
N -1.924 1.997 1.723
C -2.559 2.981 1.114
C -3.185 2.668 -0.238
O -3.533 3.644 -0.932
O -3.263 1.455 -0.541
C -0.497 1.668 3.587
C 0.488 0.988 2.889
C 1.306 0.104 3.574
C 1.144 -0.077 4.939
C 0.161 0.623 5.627
C -0.676 1.498 4.951
H -3.523 4.936 -0.156
H 0.648 1.163 1.829
H 2.080 -0.417 3.025
H 1.789 -0.765 5.473
H 0.034 0.479 6.692
H -1.462 2.033 5.467
C -4.969 -6.350 5.566
C -4.272 -5.462 4.568
C -2.889 -5.459 4.454
C -2.235 -4.651 3.528
C -0.733 -4.647 3.435
C -2.993 -3.840 2.684
C -4.386 -3.828 2.778
C -5.208 -2.938 1.884
C -5.005 -4.634 3.727
C -2.298 -2.954 1.666
O -2.478 -3.186 0.458
O -1.624 -1.993 2.138
H -4.258 -6.780 6.273
H -5.485 -7.176 5.069
H -5.717 -5.795 6.135
H -2.299 -6.096 5.106
H -0.297 -5.353 4.142
H -0.343 -3.649 3.636
H -0.403 -4.915 2.429
H -5.007 -1.885 2.097
H -6.274 -3.112 2.033
H -4.959 -3.109 0.837
H -6.088 -4.615 3.807
C 2.454 1.168 0.134
C 3.369 1.868 0.612
C 4.476 2.607 0.957
C 4.365 3.642 1.986
C 3.394 3.542 3.001
C 3.232 4.519 3.965
C 4.040 5.653 3.972
C 5.002 5.779 2.979
C 5.163 4.800 2.009
C 5.723 2.319 0.252
C 5.702 1.568 -0.945
C 6.862 1.245 -1.622
C 8.110 1.647 -1.149
C 8.157 2.370 0.034
C 6.997 2.697 0.721
H 2.762 2.664 3.007
H 2.467 4.392 4.723
H 3.915 6.423 4.724
H 5.631 6.663 2.946
H 5.900 4.952 1.230
H 4.742 1.235 -1.322
H 6.792 0.669 -2.539
H 9.018 1.395 -1.685
H 9.115 2.680 0.442
H 7.080 3.234 1.657
C -2.209 -2.343 -3.805
P -1.197 -1.519 -2.499
C -0.224 -0.348 -3.504
C 0.031 -2.832 -2.159
C 1.387 -2.544 -2.025
C 2.289 -3.555 -1.717
C 1.852 -4.860 -1.542
C 0.496 -5.147 -1.642
C -0.409 -4.139 -1.933
H -2.768 -3.171 -3.371
H -1.583 -2.718 -4.617
H -2.926 -1.623 -4.204
H 0.235 -0.836 -4.367
H 0.544 0.095 -2.868
H -0.891 0.446 -3.846
H 1.741 -1.517 -2.063
H 3.337 -3.307 -1.594
H 2.559 -5.646 -1.303
H 0.138 -6.156 -1.469
H -1.467 -4.362 -1.943
O 0.402 0.193 -0.499
C 1.667 0.403 -0.688
*
```


What did the second record say?
DFT (ωB97M-V with the def2-TZVPD basis set) results for a molecular structure, C45H38ClN2O7PSr.

**E_HOMO**: -0.778 eV
**Energy above the lowest of the compared OMol25 structures with the same formula, charge and spin**: 67.60 kJ/mol

The geometry in ORCA input format:
```
! RIJCOSX wB97M-V def2-TZVPD def2/J DEFGRID3
* xyz -2 1
Sr -1.695 -0.275 0.364
O -3.542 5.769 0.441
C -3.016 5.542 1.627
O -2.926 6.409 2.468
C -2.445 4.184 1.857
C -1.662 3.822 2.940
Cl -1.063 4.748 4.232
N -1.375 2.508 2.833
N -1.924 1.997 1.723
C -2.559 2.981 1.114
C -3.185 2.668 -0.238
O -3.533 3.644 -0.932
O -3.263 1.455 -0.541
C -0.497 1.668 3.587
C 0.488 0.988 2.889
C 1.306 0.104 3.574
C 1.144 -0.077 4.939
C 0.161 0.623 5.627
C -0.676 1.498 4.951
H -3.523 4.936 -0.156
H 0.648 1.163 1.829
H 2.080 -0.417 3.025
H 1.789 -0.765 5.473
H 0.034 0.479 6.692
H -1.462 2.033 5.467
C -4.969 -6.350 5.566
C -4.272 -5.462 4.568
C -2.889 -5.459 4.454
C -2.235 -4.651 3.528
C -0.733 -4.647 3.435
C -2.993 -3.840 2.684
C -4.386 -3.828 2.778
C -5.208 -2.938 1.884
C -5.005 -4.634 3.727
C -2.298 -2.954 1.666
O -2.478 -3.186 0.458
O -1.624 -1.993 2.138
H -4.258 -6.780 6.273
H -5.485 -7.176 5.069
H -5.717 -5.795 6.135
H -2.299 -6.096 5.106
H -0.297 -5.353 4.142
H -0.343 -3.649 3.636
H -0.403 -4.915 2.429
H -5.007 -1.885 2.097
H -6.274 -3.112 2.033
H -4.959 -3.109 0.837
H -6.088 -4.615 3.807
C 2.454 1.168 0.134
C 3.369 1.868 0.612
C 4.476 2.607 0.957
C 4.365 3.642 1.986
C 3.394 3.542 3.001
C 3.232 4.519 3.965
C 4.040 5.653 3.972
C 5.002 5.779 2.979
C 5.163 4.800 2.009
C 5.723 2.319 0.252
C 5.702 1.568 -0.945
C 6.862 1.245 -1.622
C 8.110 1.647 -1.149
C 8.157 2.370 0.034
C 6.997 2.697 0.721
H 2.762 2.664 3.007
H 2.467 4.392 4.723
H 3.915 6.423 4.724
H 5.631 6.663 2.946
H 5.900 4.952 1.230
H 4.742 1.235 -1.322
H 6.792 0.669 -2.539
H 9.018 1.395 -1.685
H 9.115 2.680 0.442
H 7.080 3.234 1.657
C -2.209 -2.343 -3.805
P -1.197 -1.519 -2.499
C -0.224 -0.348 -3.504
C 0.031 -2.832 -2.159
C 1.387 -2.544 -2.025
C 2.289 -3.555 -1.717
C 1.852 -4.860 -1.542
C 0.496 -5.147 -1.642
C -0.409 -4.139 -1.933
H -2.768 -3.171 -3.371
H -1.583 -2.718 -4.617
H -2.926 -1.623 -4.204
H 0.235 -0.836 -4.367
H 0.544 0.095 -2.868
H -0.891 0.446 -3.846
H 1.741 -1.517 -2.063
H 3.337 -3.307 -1.594
H 2.559 -5.646 -1.303
H 0.138 -6.156 -1.469
H -1.467 -4.362 -1.943
O 0.402 0.193 -0.499
C 1.667 0.403 -0.688
*
```


> Look up the energy above the lowest of the compared OMol25 structures with the same formula, charge and spin of the first one.

41.35 kJ/mol